(1)
{"formula": "C41H57BI2N10O3S6SbSr", "method": "ωB97M-V with the def2-TZVPD basis set", "elements": ["Sr", "C", "C", "C", "C", "N", "C", "C", "N", "B", "N", "C", "C", "N", "C", "S", "C", "C", "C", "C", "N", "C", "C", "N", "C", "S", "C", "C", "C", "C", "C", "S", "H", "H", "H", "H", "H", "H", "H", "H", "H", "H", "H", "H", "H", "H", "H", "H", "H", "H", "H", "H", "H", "H", "H", "H", "H", "H", "H", "H", "H", "H", "H", "H", "H", "H", "S", "Sb", "S", "S", "I", "C", "C", "C", "I", "C", "C", "C", "C", "N", "C", "C", "O", "H", "H", "H", "H", "O", "C", "C", "C", "C", "C", "C", "N", "H", "H", "H", "H", "H", "H", "H", "H", "H", "H", "H", "N", "C", "N", "C", "C", "O", "C", "C", "H", "H", "H", "H", "H", "H", "H", "H"], "coordinates": [[-0.870, -1.919, -0.042], [-1.179, 0.843, -5.002], [0.046, -0.035, -5.272], [-0.383, -1.499, -5.269], [0.633, 0.270, -6.655], [1.072, 0.308, -4.247], [1.648, 1.575, -4.257], [2.297, 1.735, -3.096], [2.140, 0.590, -2.349], [2.479, 0.476, -0.826], [3.613, -0.566, -0.621], [4.185, -1.320, -1.625], [4.784, -2.380, -1.064], [4.581, -2.303, 0.313], [3.893, -1.149, 0.583], [3.534, -0.435, 2.071], [4.884, -3.482, 1.167], [4.117, -4.684, 0.604], [6.396, -3.722, 1.112], [4.461, -3.308, 2.620], [2.961, 1.876, -0.337], [4.252, 2.181, 0.027], [4.260, 3.403, 0.585], [2.945, 3.863, 0.590], [2.148, 2.909, 0.004], [0.484, 2.984, -0.310], [2.496, 5.138, 1.191], [1.900, 6.040, 0.109], [3.696, 5.856, 1.810], [1.485, 4.851, 2.302], [1.394, -0.299, -3.056], [1.094, -1.902, -2.578], [-1.982, 0.595, -5.699], [-0.941, 1.904, -5.103], [-1.544, 0.670, -3.989], [-1.075, -1.632, -6.105], [-0.890, -1.779, -4.351], [0.465, -2.170, -5.398], [-0.108, 0.015, -7.414], [1.527, -0.332, -6.827], [0.889, 1.320, -6.785], [1.515, 2.264, -5.069], [2.829, 2.588, -2.718], [1.505, 0.145, -0.214], [4.072, -1.062, -2.661], [5.295, -3.203, -1.525], [4.404, -4.915, -0.422], [3.042, -4.493, 0.637], [4.322, -5.562, 1.221], [6.748, -3.888, 0.092], [6.645, -4.605, 1.704], [6.928, -2.864, 1.525], [3.385, -3.160, 2.705], [4.963, -2.470, 3.097], [4.727, -4.232, 3.139], [5.053, 1.479, -0.108], [5.075, 3.955, 1.009], [2.643, 6.234, -0.668], [1.603, 6.994, 0.552], [1.033, 5.566, -0.346], [4.445, 6.115, 1.061], [4.163, 5.257, 2.593], [3.338, 6.781, 2.263], [0.601, 4.362, 1.900], [1.198, 5.788, 2.784], [1.934, 4.197, 3.052], [-3.172, -5.530, 2.900], [-1.255, -4.331, 3.384], [0.116, -4.160, 1.454], [-1.678, -2.386, 4.592], [-3.817, -3.161, -4.551], [-3.703, -1.285, -3.645], [-4.422, -0.216, -4.188], [-4.435, 1.005, -3.571], [-5.512, 2.558, -4.479], [-3.739, 1.202, -2.350], [-3.737, 2.404, -1.606], [-3.052, 2.479, -0.428], [-2.340, 1.352, 0.019], [-2.307, 0.228, -0.651], [-2.996, 0.121, -1.816], [-2.948, -1.187, -2.466], [-2.282, -2.142, -1.962], [-4.971, -0.366, -5.108], [-4.283, 3.259, -1.982], [-3.027, 3.391, 0.152], [-1.754, 1.387, 0.929], [-2.802, -2.307, 1.232], [-3.973, -2.652, 1.067], [-4.987, -2.526, 2.174], [-6.143, -1.541, 1.858], [-6.108, -0.920, 0.457], [-6.464, -1.909, -0.659], [-5.791, -3.269, -0.452], [-4.392, -3.127, -0.121], [-4.416, -2.217, 3.049], [-5.350, -3.532, 2.393], [-6.118, -0.734, 2.592], [-7.105, -2.045, 1.994], [-5.112, -0.505, 0.271], [-6.797, -0.073, 0.413], [-6.155, -1.494, -1.624], [-7.548, -2.057, -0.702], [-5.867, -3.877, -1.354], [-6.288, -3.824, 0.347], [-3.707, -3.106, -0.870], [-0.113, -0.413, 1.854], [-0.029, 0.108, 2.879], [0.068, 0.711, 4.042], [1.360, 0.865, 4.697], [1.220, 0.439, 6.145], [0.177, 1.173, 6.777], [-1.072, 0.828, 6.187], [-1.113, 1.228, 4.720], [1.681, 1.912, 4.646], [2.088, 0.247, 4.174], [2.137, 0.650, 6.696], [0.998, -0.633, 6.190], [-1.843, 1.362, 6.743], [-1.239, -0.251, 6.266], [-1.142, 2.321, 4.625], [-1.995, 0.791, 4.251]], "forces_ev_per_a": [[1.3, -0.1, 0.0], [0.0, 0.0, 0.0], [0.0, 0.0, 0.0], [0.0, 0.0, 0.0], [0.0, 0.0, 0.0], [0.0, 0.0, 0.0], [0.0, 0.0, 0.0], [0.0, 0.0, 0.1], [0.0, 0.0, 0.0], [0.0, 0.0, 0.1], [0.0, 0.0, 0.0], [0.0, 0.0, 0.0], [0.0, 0.0, 0.0], [0.0, 0.0, -0.1], [-0.1, 0.0, 0.0], [0.0, 0.2, -0.1], [0.1, 0.0, 0.1], [0.0, 0.0, 0.0], [0.0, 0.0, 0.0], [0.0, -0.1, 0.0], [-0.1, 0.0, 0.1], [0.0, 0.0, -0.1], [0.0, 0.0, 0.0], [0.0, 0.0, 0.0], [0.0, 0.0, 0.0], [0.0, 0.0, -0.1], [0.0, 0.0, 0.0], [0.0, 0.0, 0.0], [0.0, 0.0, 0.0], [0.0, 0.0, 0.0], [0.0, 0.0, -0.1], [0.0, 0.1, 0.2], [0.0, 0.0, 0.0], [0.0, 0.0, 0.0], [0.0, 0.0, -0.1], [0.0, 0.0, 0.0], [0.0, 0.0, 0.0], [0.0, 0.0, 0.0], [0.0, 0.0, 0.0], [0.0, 0.0, 0.0], [0.0, 0.0, 0.0], [0.0, 0.0, 0.0], [0.0, 0.0, 0.0], [0.0, 0.0, 0.0], [0.0, 0.0, 0.0], [0.0, 0.0, 0.0], [0.0, 0.0, 0.0], [0.0, 0.0, 0.0], [0.0, 0.0, 0.0], [0.0, 0.0, 0.0], [0.0, 0.0, 0.0], [0.0, 0.0, 0.0], [0.0, 0.0, 0.0], [0.0, 0.0, 0.0], [0.0, 0.0, 0.0], [0.0, 0.0, 0.0], [0.0, 0.0, 0.0], [0.0, 0.0, 0.0], [0.0, 0.0, 0.0], [0.0, 0.0, 0.0], [0.0, 0.0, 0.0], [0.0, 0.0, 0.0], [0.0, 0.0, 0.0], [0.0, 0.0, 0.0], [0.0, 0.0, 0.0], [0.0, 0.0, 0.0], [0.0, 0.0, 0.0], [-0.1, -0.1, 0.0], [0.2, -0.2, 0.2], [0.1, 0.0, 0.0], [0.0, 0.0, 0.0], [-0.1, -0.1, 0.1], [0.0, 0.0, 0.0], [0.0, 0.0, 0.0], [0.0, 0.0, 0.0], [0.0, 0.0, 0.0], [0.0, 0.0, 0.0], [0.0, 0.0, -0.1], [0.1, 0.0, 0.0], [-0.1, 0.1, -0.1], [-0.1, 0.1, 0.0], [-0.1, 0.0, -0.1], [-0.5, 0.0, -0.4], [0.0, 0.0, 0.0], [0.0, 0.0, 0.0], [0.0, 0.0, 0.0], [0.0, 0.0, 0.0], [-0.6, 0.0, 0.1], [0.0, 0.0, 0.0], [0.0, 0.0, 0.0], [0.0, 0.0, 0.0], [0.0, 0.0, 0.0], [0.0, 0.0, 0.0], [0.0, 0.0, 0.0], [0.0, 0.0, 0.0], [0.0, 0.0, 0.0], [0.0, 0.0, 0.0], [0.0, 0.0, 0.0], [0.0, 0.0, 0.0], [0.0, 0.0, 0.0], [0.0, 0.0, 0.0], [0.0, 0.0, 0.0], [0.0, 0.0, 0.0], [0.0, 0.0, 0.0], [0.0, 0.0, 0.0], [0.0, 0.0, 0.0], [-0.1, 0.4, 0.1], [0.0, -0.1, 0.0], [0.1, 0.0, 0.0], [0.0, 0.0, 0.0], [0.0, 0.0, 0.0], [0.0, 0.0, 0.0], [0.0, 0.0, 0.0], [0.0, 0.0, 0.0], [0.0, 0.0, 0.0], [0.0, 0.0, 0.0], [0.0, 0.0, 0.0], [0.0, 0.0, 0.0], [0.0, 0.0, 0.0], [0.0, 0.0, 0.0], [0.0, 0.0, 0.0], [0.0, 0.0, 0.0]], "lowdin_charge": [1.06, -0.01, -0.53, -0.10, -0.05, 0.00, -0.07, -0.07, 0.04, -0.65, 0.03, -0.10, -0.07, 0.00, -0.69, 0.65, -0.55, -0.03, -0.04, -0.10, 0.02, -0.09, -0.06, -0.01, -0.70, 0.67, -0.56, -0.06, -0.07, -0.05, -0.67, 0.65, 0.09, 0.09, 0.08, 0.07, 0.01, 0.07, 0.08, 0.09, 0.06, 0.10, 0.12, 0.08, 0.11, 0.11, 0.07, 0.05, 0.09, 0.07, 0.08, 0.09, 0.06, 0.04, 0.08, 0.12, 0.10, 0.08, 0.08, 0.03, 0.08, 0.08, 0.08, 0.03, 0.08, 0.08, -0.35, 0.04, -0.33, -0.27, 0.89, -0.66, -0.27, -0.69, 0.83, -0.23, -0.05, -0.06, -0.18, 0.07, -0.16, -0.50, -0.31, 0.07, 0.05, 0.10, 0.07, -0.22, -0.51, -0.11, -0.17, -0.20, -0.17, -0.17, 0.11, 0.09, 0.08, 0.10, 0.10, 0.10, 0.11, 0.10, 0.11, 0.11, 0.12, 0.11, 0.12, -0.30, -0.08, -0.12, -0.19, -0.15, -0.21, -0.13, 0.12, 0.06, 0.12, 0.13, 0.12, 0.05, 0.12, 0.12], "e_tot_ev": -153760.677, "gap_ev": [4.093, 5.003], "fmax_ha_per_bohr": 0.0261, "de_lowest_kcal_mol": 1.9, "e_lumo_ha": [0.11228, 0.11227], "spin_multiplicity": 2, "molar_mass_g_mol": 1404.4, "s2": 0.76, "charge": -2}


(2)
{"formula": "C41H57BrF4NO6P", "method": "ωB97M-V with the def2-TZVPD basis set", "elements": ["C", "C", "C", "C", "Br", "O", "C", "C", "C", "P", "O", "O", "C", "C", "O", "C", "C", "C", "C", "C", "C", "C", "C", "C", "C", "C", "O", "C", "O", "N", "C", "C", "F", "H", "H", "H", "H", "H", "H", "H", "H", "H", "H", "H", "H", "H", "H", "H", "H", "H", "H", "H", "H", "H", "H", "H", "H", "H", "H", "H", "H", "H", "H", "H", "H", "H", "H", "H", "H", "H", "H", "H", "H", "H", "H", "F", "C", "C", "C", "C", "C", "C", "H", "H", "H", "H", "H", "F", "C", "C", "C", "C", "C", "C", "H", "H", "H", "H", "H", "F", "C", "C", "C", "C", "C", "C", "H", "H", "H", "H", "H"], "coordinates": [[0.817, 1.781, 6.015], [0.495, 0.953, 5.195], [-0.121, 0.159, 4.122], [-0.305, 0.878, 2.769], [1.290, 2.091, 2.523], [-1.383, 1.747, 2.672], [-2.097, 2.080, 3.854], [-3.253, 3.017, 3.442], [-4.639, 2.357, 3.595], [-5.949, 3.436, 2.879], [-6.956, 3.741, 3.897], [-5.224, 4.814, 2.467], [-5.326, 5.193, 1.070], [-4.215, 6.230, 0.797], [-6.557, 2.747, 1.558], [-7.524, 1.719, 1.816], [-6.949, 0.304, 1.819], [-0.445, -0.109, 1.556], [0.539, -1.307, 1.579], [2.054, -1.066, 1.742], [2.755, -0.275, 0.637], [4.152, 0.247, 1.054], [4.405, 1.626, 0.434], [5.540, 2.401, 1.120], [-1.874, -0.796, 1.806], [-2.951, -0.453, 0.799], [-3.412, 0.903, 0.907], [-3.796, 1.465, -0.252], [-3.696, 2.651, -0.411], [-0.538, 0.651, 0.321], [-0.145, 0.039, -0.925], [-0.931, 0.705, -2.069], [-0.916, 2.074, -1.944], [1.346, 2.474, 6.619], [0.548, -0.696, 4.024], [-1.047, -0.270, 4.502], [-2.551, 1.201, 4.320], [-1.483, 2.625, 4.571], [-3.227, 3.966, 3.973], [-3.113, 3.262, 2.388], [-4.903, 2.287, 4.651], [-4.675, 1.362, 3.159], [-5.160, 4.363, 0.392], [-6.282, 5.689, 0.909], [-3.708, 6.509, 1.719], [-3.448, 5.773, 0.167], [-4.582, 7.102, 0.260], [-8.239, 1.773, 0.995], [-8.097, 1.884, 2.728], [-6.453, 0.070, 2.759], [-7.788, -0.379, 1.675], [-6.271, 0.138, 0.981], [0.397, -1.983, 0.734], [0.241, -1.897, 2.450], [2.241, -0.622, 2.722], [2.526, -2.052, 1.779], [2.886, -0.910, -0.242], [2.169, 0.603, 0.382], [4.226, 0.345, 2.142], [4.931, -0.447, 0.737], [4.658, 1.505, -0.624], [3.516, 2.253, 0.487], [5.948, 3.169, 0.460], [6.376, 1.768, 1.420], [5.154, 2.917, 2.001], [-2.275, -0.578, 2.797], [-1.765, -1.882, 1.766], [-3.813, -1.100, 1.022], [-2.683, -0.696, -0.228], [-4.230, 0.837, -1.046], [-0.312, 1.630, 0.401], [-0.435, -1.010, -0.973], [0.907, 0.152, -1.204], [-1.933, 0.291, -2.198], [-0.384, 0.469, -2.990], [4.311, -3.118, 0.410], [5.030, -3.998, 1.138], [5.727, -4.996, 0.487], [6.466, -5.896, 1.242], [6.492, -5.792, 2.627], [5.781, -4.782, 3.261], [5.046, -3.873, 2.513], [5.687, -5.064, -0.588], [7.024, -6.680, 0.747], [7.068, -6.498, 3.211], [5.798, -4.702, 4.339], [4.491, -3.073, 2.988], [5.711, -4.111, -2.284], [5.514, -4.420, -3.585], [4.526, -3.760, -4.286], [4.328, -4.076, -5.622], [5.108, -5.048, -6.232], [6.094, -5.704, -5.507], [6.304, -5.387, -4.173], [3.925, -3.010, -3.789], [3.562, -3.562, -6.188], [4.948, -5.295, -7.273], [6.700, -6.464, -5.980], [7.072, -5.880, -3.592], [-3.525, -0.488, -8.691], [-2.794, 0.227, -7.815], [-1.617, 0.809, -8.241], [-0.868, 1.549, -7.337], [-1.298, 1.689, -6.024], [-2.483, 1.092, -5.616], [-3.242, 0.359, -6.516], [-1.296, 0.682, -9.266], [0.053, 2.017, -7.658], [-0.711, 2.264, -5.320], [-2.817, 1.199, -4.592], [-4.172, -0.108, -6.219]], "forces_ev_per_a": [[0.3, -1.0, -0.8], [-0.7, 1.3, 0.5], [0.8, -0.4, 0.7], [0.1, 0.3, -0.4], [0.0, -0.1, -0.1], [0.1, -0.6, 0.5], [-1.0, 1.2, 0.1], [0.0, -0.7, -0.6], [0.1, 1.0, -0.2], [0.2, 0.6, 1.5], [-0.6, -0.4, 0.3], [-0.4, -1.5, -1.3], [1.0, 1.6, -0.1], [0.3, -0.7, -0.3], [0.6, 0.2, 0.5], [-0.6, -0.8, -0.7], [-0.1, 0.3, 0.0], [-1.0, -0.5, 0.3], [0.9, 0.3, 0.5], [-0.1, -0.2, -0.2], [0.6, 0.0, 0.5], [-0.5, 0.4, -0.1], [0.8, 0.0, 0.0], [-0.1, 0.1, -0.1], [0.2, 0.3, -0.3], [-1.0, -0.6, 0.2], [0.1, -0.4, -0.6], [0.4, 1.3, 0.3], [-0.3, -0.3, 0.0], [0.3, -0.6, 0.1], [-0.8, 1.1, -0.8], [1.1, -1.0, -0.5], [-0.3, 0.2, 0.1], [-0.1, 0.1, 0.3], [-0.1, 0.0, -0.5], [-0.2, 0.1, -0.2], [0.3, -0.1, 0.1], [0.3, -0.4, 0.0], [0.0, -0.1, 0.2], [0.1, 0.0, 0.0], [-0.1, -0.1, 0.0], [0.1, 0.0, -0.2], [-0.4, -0.2, 0.2], [-0.2, -0.4, 0.0], [-0.2, 0.2, 0.1], [0.0, 0.0, 0.0], [-0.1, 0.1, 0.2], [0.1, 0.2, -0.1], [0.3, 0.4, 0.1], [0.1, -0.1, -0.1], [0.0, -0.1, 0.2], [0.1, 0.1, 0.0], [-0.3, 0.3, -0.2], [0.0, -0.1, -0.1], [0.1, 0.2, -0.1], [-0.1, 0.0, 0.1], [-0.3, 0.1, -0.1], [-0.1, -0.1, -0.2], [-0.1, -0.1, 0.0], [0.1, 0.0, 0.1], [-0.2, 0.0, 0.0], [-0.2, -0.2, -0.1], [0.0, 0.0, 0.0], [-0.1, -0.1, 0.0], [0.1, -0.1, 0.1], [0.1, 0.0, 0.0], [0.0, 0.0, 0.0], [0.1, 0.0, 0.1], [0.3, 0.2, 0.0], [0.2, -0.5, 0.3], [0.1, 0.0, 0.0], [0.2, -0.1, 0.2], [0.1, -0.2, 0.4], [-0.3, 0.5, 0.3], [-0.2, 0.0, -0.1], [0.0, 0.0, 0.0], [0.2, -0.2, 0.2], [0.0, -0.2, -0.1], [-0.1, 0.1, 0.2], [0.1, -0.1, 0.0], [0.0, -0.1, -0.1], [-0.1, 0.2, 0.1], [0.0, 0.0, 0.2], [0.0, 0.0, 0.0], [0.0, 0.0, 0.0], [0.0, 0.0, 0.0], [0.0, 0.0, 0.0], [0.0, 0.2, -0.4], [0.0, 0.0, -0.3], [-0.1, 0.2, 0.1], [0.1, -0.1, 0.0], [0.0, 0.0, -0.1], [-0.1, 0.1, 0.0], [0.2, -0.1, 0.1], [0.0, 0.0, 0.0], [0.0, 0.0, 0.0], [0.0, 0.0, 0.0], [0.0, 0.0, 0.0], [0.0, 0.0, 0.0], [0.0, 0.0, 0.0], [0.1, 0.1, 0.2], [0.1, 0.0, -0.2], [-0.1, -0.1, 0.1], [0.1, 0.0, 0.1], [0.1, 0.0, -0.1], [-0.2, -0.1, 0.1], [0.0, 0.0, 0.0], [0.0, 0.0, 0.0], [0.0, 0.0, 0.0], [0.0, 0.0, 0.0], [0.0, 0.0, 0.0]], "lowdin_charge": [0.11, -0.18, -0.19, -0.65, 0.89, -0.16, -0.17, -0.17, -0.19, 0.51, -0.27, -0.20, -0.25, -0.06, -0.21, -0.27, -0.07, -0.39, -0.14, -0.21, -0.24, -0.22, -0.28, -0.11, -0.06, -0.17, -0.04, -0.35, 0.09, 0.01, -0.18, -0.21, -0.03, 0.03, 0.11, 0.12, 0.12, 0.12, 0.12, 0.11, 0.10, 0.07, 0.08, 0.12, 0.08, 0.07, 0.07, 0.12, 0.11, 0.07, 0.08, 0.06, 0.12, 0.11, 0.08, 0.09, 0.11, 0.04, 0.11, 0.11, 0.11, 0.07, 0.06, 0.07, 0.07, 0.11, 0.12, 0.13, 0.11, 0.15, 0.10, 0.12, 0.10, 0.10, 0.11, 0.05, -0.27, -0.01, -0.08, -0.10, -0.08, -0.02, 0.09, 0.10, 0.10, 0.10, 0.11, 0.03, -0.28, -0.01, -0.08, -0.10, -0.08, -0.02, 0.12, 0.11, 0.10, 0.11, 0.12, 0.06, -0.29, -0.02, -0.08, -0.10, -0.09, -0.02, 0.12, 0.11, 0.10, 0.10, 0.12], "e_tot_ev": -147416.480, "gap_ev": 9.050, "fmax_ha_per_bohr": 0.0405, "smiles": "C#CC[C@](Br)(OCCCP(=O)(OCC)OCC)[C@@](CCCCCC)(CCOC=O)NCCF.Fc1ccccc1.Fc1ccccc1.Fc1ccccc1", "e_lumo_ha": 0.00914, "molar_mass_g_mol": 846.8}